14 unconnected molecules or ions with the total composition C58H71F7N4O14 at a distorted geometry. Source: the Open Molecules 2025 dataset; level of theory: the ωB97M-V functional and the def2-TZVPD basis.

Structure (ORCA input):
```
! RIJCOSX wB97M-V def2-TZVPD def2/J DEFGRID3
* xyz 1 2
C -0.488 -5.283 -2.236
N -0.454 -6.673 -1.675
O -1.103 -6.841 -0.680
O 0.281 -7.454 -2.117
H -0.828 -4.612 -1.448
H -1.141 -5.275 -3.109
H 0.546 -5.026 -2.467
C -2.468 4.808 -4.216
N -2.176 3.371 -3.743
O -2.964 2.950 -2.872
O -1.260 2.737 -4.271
H -3.534 5.036 -4.199
H -2.057 5.160 -5.162
H -2.019 5.450 -3.459
C 1.956 -6.413 1.593
N 1.044 -5.242 1.367
O 1.470 -4.286 0.749
O -0.039 -5.259 1.951
H 1.384 -7.341 1.618
H 2.603 -6.290 2.461
H 2.737 -6.568 0.849
C 1.385 -3.336 4.234
N 0.186 -3.361 5.205
O -0.930 -3.299 4.745
O 0.455 -3.485 6.434
H 1.627 -4.345 3.902
H 2.246 -2.940 4.773
H 1.014 -2.681 3.446
O 1.006 5.095 2.052
C 0.114 4.879 2.885
O -1.174 4.681 2.707
C -1.776 5.126 1.533
C -3.318 4.992 1.770
C 0.475 4.685 4.366
H -1.506 4.409 0.758
H -1.422 6.138 1.337
H -3.696 3.973 1.694
H -3.877 5.687 1.143
H -3.643 5.342 2.749
H -0.274 5.106 5.037
H 1.394 5.193 4.658
H 0.637 3.627 4.571
O -1.261 -2.655 -4.712
C -1.773 -1.657 -5.197
O -2.535 -1.564 -6.288
C -2.909 -2.617 -7.156
C -2.165 -2.539 -8.461
C -1.506 -0.268 -4.618
H -3.957 -2.410 -7.375
H -2.866 -3.600 -6.688
H -2.345 -3.431 -9.062
H -1.090 -2.363 -8.483
H -2.565 -1.671 -8.984
H -0.642 -0.376 -3.962
H -2.425 -0.007 -4.094
H -1.348 0.502 -5.374
O 4.615 -4.375 2.863
C 4.673 -3.146 2.744
O 5.223 -2.259 3.629
C 5.684 -2.662 4.928
C 6.529 -1.475 5.437
C 4.118 -2.401 1.517
H 6.184 -3.626 4.837
H 4.860 -2.696 5.641
H 5.861 -0.619 5.538
H 7.308 -1.284 4.698
H 7.010 -1.626 6.403
H 4.089 -1.318 1.638
H 3.098 -2.703 1.281
H 4.892 -2.545 0.763
F -1.273 5.451 -1.090
C 0.099 5.239 -1.170
C 0.959 6.331 -0.982
C 2.354 6.169 -1.239
C 2.775 4.835 -1.553
C 1.933 3.773 -1.718
C 0.584 3.983 -1.592
H 0.494 7.290 -0.806
H 3.135 6.914 -1.185
H 3.812 4.581 -1.714
H 2.444 2.871 -2.023
H -0.110 3.173 -1.762
F -4.960 -1.862 -2.941
C -5.482 -0.826 -3.696
C -5.830 0.380 -3.056
C -6.214 1.495 -3.810
C -6.318 1.316 -5.185
C -6.087 0.111 -5.794
C -5.592 -0.937 -5.070
H -5.619 0.510 -2.004
H -6.267 2.473 -3.354
H -6.488 2.085 -5.924
H -6.216 0.016 -6.862
H -5.362 -1.887 -5.530
F -3.467 -4.848 -0.754
C -3.620 -4.154 0.408
C -3.223 -4.774 1.608
C -3.491 -4.080 2.765
C -4.121 -2.840 2.762
C -4.518 -2.319 1.554
C -4.260 -2.924 0.338
H -2.742 -5.741 1.576
H -3.036 -4.488 3.655
H -4.134 -2.328 3.713
H -5.083 -1.402 1.482
H -4.580 -2.579 -0.634
F 6.991 2.232 0.991
C 5.830 2.079 1.643
C 4.719 2.808 1.217
C 3.524 2.730 1.924
C 3.376 1.903 3.051
C 4.566 1.241 3.499
C 5.809 1.332 2.777
H 4.705 3.624 0.510
H 2.691 3.230 1.451
H 2.409 1.791 3.519
H 4.503 0.589 4.359
H 6.691 0.758 3.019
F 5.712 1.876 -3.562
C 4.640 1.207 -3.082
C 3.572 0.987 -3.950
C 2.453 0.307 -3.506
C 2.429 -0.160 -2.226
C 3.483 0.067 -1.316
C 4.585 0.739 -1.775
H 3.568 1.342 -4.970
H 1.637 0.291 -4.214
H 1.516 -0.572 -1.823
H 3.435 -0.276 -0.293
H 5.398 1.038 -1.129
F 0.943 -0.631 5.275
C -0.085 0.226 5.030
C -0.968 0.154 3.927
C -1.945 1.112 3.677
C -2.137 2.192 4.542
C -1.245 2.314 5.588
C -0.201 1.395 5.786
H -0.927 -0.702 3.270
H -2.617 0.953 2.847
H -2.886 2.944 4.344
H -1.288 3.188 6.221
H 0.554 1.589 6.533
F 1.216 -0.821 1.371
C 0.130 -0.505 0.677
C -0.225 0.842 0.509
C -1.311 1.166 -0.326
C -2.015 0.150 -0.988
C -1.654 -1.194 -0.815
C -0.568 -1.477 0.013
H 0.240 1.729 0.915
H -1.623 2.198 -0.385
H -2.828 0.400 -1.654
H -2.161 -1.914 -1.440
H -0.310 -2.516 0.158
*
```

For the HOMO-LUMO gap (spin up / spin down), the calculation gives 6.2 / 1.8 eV. The electronic energy is -4223.357085 Eh. As for the expectation value of S²: 0.766. As for the highest occupied orbital energy (spin up / spin down): -10.206 / -10.205 eV. Its lowest unoccupied orbital energy (spin up / spin down) is -4.05 / -8.36 eV.